{"formula": "C31H80O13Sr", "method": "ωB97M-V/def2-TZVPD", "de_lowest_kj_mol": 53.5, "e_lumo_ha": -0.0277, "symbols": ["Sr", "C", "O", "O", "O", "C", "C", "C", "O", "H", "H", "H", "H", "H", "H", "H", "H", "C", "C", "C", "O", "H", "H", "H", "H", "H", "H", "H", "H", "C", "C", "C", "O", "H", "H", "H", "H", "H", "H", "H", "H", "C", "C", "C", "O", "H", "H", "H", "H", "H", "H", "H", "H", "C", "C", "C", "O", "H", "H", "H", "H", "H", "H", "H", "H", "C", "C", "C", "O", "H", "H", "H", "H", "H", "H", "H", "H", "C", "C", "C", "O", "H", "H", "H", "H", "H", "H", "H", "H", "C", "C", "C", "O", "H", "H", "H", "H", "H", "H", "H", "H", "C", "C", "C", "O", "H", "H", "H", "H", "H", "H", "H", "H", "C", "C", "C", "O", "H", "H", "H", "H", "H", "H", "H", "H"], "positions_angstrom": [[2.3300, 1.0418, 1.6521], [0.1416, -0.1692, 0.0673], [-1.0328, -0.4523, -0.2665], [0.8420, -0.9445, 0.8467], [0.7703, 0.9133, -0.3040], [4.0121, 4.7750, -0.4171], [3.0496, 4.7527, 0.7476], [2.1052, 5.9536, 0.7706], [2.2716, 3.5403, 0.7231], [4.8034, 4.0395, -0.2548], [4.5168, 5.7384, -0.5169], [3.4924, 4.5750, -1.3529], [3.5809, 4.7201, 1.7021], [2.6652, 6.8801, 0.6261], [1.6164, 6.0403, 1.7424], [1.3558, 5.8692, -0.0170], [1.6443, 3.5904, -0.0322], [-1.3057, 4.9576, -1.7757], [-0.9506, 3.4825, -1.7970], [-1.0356, 2.8916, -3.1800], [0.4077, 3.3364, -1.3079], [-2.3833, 5.0816, -1.9212], [-0.8424, 5.5326, -2.5819], [-1.0411, 5.4163, -0.8216], [-1.6024, 2.9813, -1.0732], [-0.2501, 3.3200, -3.8105], [-1.9942, 3.0682, -3.6702], [-0.8504, 1.8145, -3.1831], [0.4681, 2.3905, -1.0443], [-4.0919, 1.0942, -1.9581], [-3.7119, -0.2759, -2.4792], [-4.3464, -0.5910, -3.8157], [-2.2857, -0.3062, -2.7065], [-5.1294, 1.1203, -1.6047], [-3.9355, 1.8627, -2.7180], [-3.4965, 1.3985, -1.0896], [-3.9360, -1.0457, -1.7338], [-4.0718, -1.6052, -4.1067], [-3.9774, 0.0951, -4.5785], [-5.4329, -0.5037, -3.7660], [-1.8409, -0.3148, -1.8420], [3.0598, -4.0830, -0.7812], [2.8681, -4.0993, 0.7356], [4.0518, -4.7443, 1.4202], [2.8184, -2.7500, 1.2001], [3.1321, -5.0933, -1.1983], [4.0373, -3.6289, -0.9712], [2.2760, -3.5280, -1.2914], [1.9479, -4.6379, 0.9907], [3.8678, -4.8766, 2.4869], [4.9159, -4.0767, 1.3483], [4.3274, -5.6775, 0.9299], [1.9605, -2.3570, 0.9668], [-1.4015, -3.8081, 2.0682], [-0.9397, -3.8359, 0.6145], [-0.8500, -5.2342, 0.0526], [-1.8884, -3.1080, -0.1743], [-0.7389, -4.3924, 2.7211], [-2.4041, -4.2328, 2.1246], [-1.3761, -2.7938, 2.4713], [0.0268, -3.3193, 0.5443], [-1.8085, -5.7474, 0.1642], [-0.1242, -5.8136, 0.6302], [-0.5893, -5.1956, -1.0020], [-1.6152, -2.1800, -0.2220], [3.2919, -0.5285, -2.8513], [3.7454, 0.8635, -2.4103], [3.1764, 1.9399, -3.3320], [3.3440, 1.0893, -1.0536], [2.2134, -0.6452, -2.7237], [3.8029, -1.2986, -2.2698], [3.5167, -0.7139, -3.9043], [4.8331, 0.9263, -2.4591], [2.0907, 1.8765, -3.3877], [3.6434, 1.8394, -4.3118], [3.4589, 2.9209, -2.9437], [2.3725, 0.9664, -1.0001], [0.0433, -2.8219, -2.8983], [0.0352, -2.3879, -4.3693], [0.4144, -3.5211, -5.3084], [-1.2733, -1.9493, -4.7391], [-0.9450, -3.1942, -2.6213], [0.2667, -1.9708, -2.2506], [0.7524, -3.6282, -2.6980], [0.7208, -1.5383, -4.4926], [-0.3859, -4.2611, -5.3315], [1.3177, -4.0019, -4.9294], [0.5772, -3.1485, -6.3188], [-1.6117, -1.3760, -4.0318], [-1.4429, 3.9378, 2.1662], [-0.3458, 3.3416, 2.9984], [-0.7183, 3.1811, 4.4619], [0.0698, 2.0659, 2.4545], [-1.6673, 4.9525, 2.5162], [-2.3912, 3.4125, 2.3175], [-1.1989, 3.9754, 1.1072], [0.5484, 3.9708, 2.9481], [-0.9299, 4.1640, 4.9054], [0.1417, 2.8450, 5.0455], [-1.5975, 2.5553, 4.6014], [-0.7401, 1.5837, 2.1841], [-0.1607, -1.2138, 5.0022], [1.2665, -1.5458, 4.5651], [1.4770, -3.0395, 4.3549], [1.5639, -0.8429, 3.3576], [-0.1904, -0.2045, 5.4139], [-0.5415, -1.9290, 5.7301], [-0.8165, -1.2453, 4.1290], [1.9839, -1.2039, 5.3132], [1.1640, -3.6129, 5.2288], [2.5222, -3.2578, 4.1398], [0.8810, -3.3846, 3.5048], [1.0425, -1.2086, 2.6097], [-4.1514, 0.8988, 3.4145], [-3.3856, -0.1133, 2.5859], [-4.2454, -0.7706, 1.5198], [-2.2832, 0.5904, 1.9816], [-5.1341, 0.5191, 3.6939], [-4.2630, 1.8325, 2.8657], [-3.6024, 1.0962, 4.3393], [-2.9899, -0.9043, 3.2365], [-5.1157, -1.2440, 1.9750], [-3.6769, -1.5030, 0.9432], [-4.6013, -0.0224, 0.8041], [-1.9548, 0.0349, 1.2416]], "atomic_forces_ev_per_a": [[-0.974, -0.293, -0.679], [1.108, -0.430, 0.248], [-0.208, 0.272, -0.059], [-0.199, 0.478, 0.193], [-0.362, 0.051, -0.080], [0.523, 0.071, 0.102], [-0.623, 0.147, 0.041], [0.302, 0.078, 0.174], [0.216, -0.208, 0.326], [-0.162, -0.161, -0.253], [-0.132, 0.069, 0.109], [-0.036, -0.100, 0.004], [0.176, 0.013, -0.083], [-0.008, -0.045, -0.084], [-0.182, -0.132, -0.097], [-0.011, 0.001, -0.016], [-0.113, 0.046, 0.096], [-0.319, 0.243, -0.141], [0.558, 0.582, 0.380], [0.257, -0.430, -0.477], [-0.342, -0.047, -0.090], [0.028, -0.080, 0.098], [0.264, -0.186, 0.058], [0.002, -0.042, 0.002], [-0.079, -0.209, -0.213], [-0.090, 0.228, 0.101], [-0.056, 0.010, 0.131], [-0.214, 0.019, 0.171], [0.005, -0.071, -0.033], [-0.235, 0.356, 0.543], [0.905, 0.269, -0.114], [-0.116, -0.239, 0.164], [-0.404, -0.034, -0.111], [-0.016, -0.004, -0.295], [-0.133, -0.092, -0.094], [0.147, -0.278, -0.075], [-0.225, -0.023, -0.049], [-0.098, 0.016, -0.113], [0.042, 0.060, 0.037], [-0.001, -0.059, 0.001], [0.172, 0.084, 0.130], [0.482, -0.375, 0.201], [0.260, 0.323, -0.510], [0.258, 0.222, 0.098], [-0.192, -0.239, 0.288], [-0.276, 0.022, 0.076], [-0.157, 0.233, -0.122], [0.032, 0.035, 0.043], [-0.027, 0.091, 0.061], [-0.057, -0.257, -0.046], [-0.069, 0.026, -0.140], [-0.111, -0.158, 0.223], [0.133, 0.100, -0.191], [0.467, -0.342, 0.133], [-0.397, 0.728, -0.020], [-0.061, -0.122, 0.410], [-0.080, -0.446, 0.036], [-0.152, -0.114, -0.205], [-0.075, 0.145, 0.107], [-0.259, 0.092, -0.168], [-0.032, -0.189, -0.059], [-0.057, 0.099, -0.111], [0.115, -0.028, -0.232], [0.119, -0.119, -0.015], [0.231, 0.188, 0.083], [0.336, -0.046, 0.037], [-0.582, -0.280, -0.481], [0.521, 0.076, 0.446], [0.197, 0.029, 0.423], [-0.006, 0.056, 0.066], [-0.132, 0.012, 0.063], [0.020, 0.118, 0.010], [0.046, -0.021, 0.328], [-0.043, 0.008, -0.131], [-0.261, -0.048, -0.150], [-0.151, 0.003, -0.029], [-0.040, -0.057, -0.319], [-0.134, -0.026, -0.119], [-0.531, -0.022, 0.169], [0.054, 0.205, 0.246], [0.272, -0.130, -0.194], [0.020, 0.030, -0.023], [-0.021, -0.094, 0.127], [0.103, 0.160, -0.082], [0.174, -0.159, -0.089], [-0.036, 0.002, 0.031], [0.091, -0.016, -0.224], [0.019, -0.069, -0.033], [-0.050, 0.119, 0.075], [-0.765, 0.567, 0.257], [0.506, -0.443, 0.155], [0.217, 0.807, 0.319], [0.082, 0.116, -0.038], [0.271, 0.014, -0.125], [0.197, -0.305, -0.206], [0.081, -0.083, -0.030], [-0.036, -0.006, -0.148], [-0.218, -0.064, -0.254], [-0.145, -0.492, -0.121], [0.109, -0.204, 0.015], [0.022, -0.086, 0.321], [0.250, 0.098, -0.157], [-0.327, -0.494, 0.034], [-0.042, -0.018, -0.147], [0.361, 0.479, -0.070], [-0.165, -0.010, 0.009], [0.067, 0.060, 0.123], [-0.011, 0.006, 0.020], [-0.015, 0.176, -0.046], [0.038, 0.074, 0.056], [-0.001, 0.017, -0.042], [0.093, 0.061, 0.080], [0.028, 0.046, 0.137], [0.234, -0.159, 0.387], [0.007, 0.089, -0.235], [0.042, 0.314, -0.297], [-0.036, -0.500, -0.146], [-0.011, 0.001, -0.034], [-0.084, -0.009, -0.085], [-0.065, 0.166, -0.047], [0.003, 0.073, 0.045], [0.065, -0.133, -0.025], [-0.022, -0.163, 0.143], [-0.035, 0.063, 0.129], [-0.023, 0.245, -0.016]]}


{"formula": "C2H4N3O", "method": "ωB97M-V/def2-TZVPD", "total_charge": 1, "de_lowest_kj_mol": 467.8, "e_lumo_ha": [-0.2537, -0.2538], "smiles": "[H]/N=C/[NH+]=C\\N=O", "symbols": ["H", "N", "C", "N", "C", "N", "O", "H", "H", "H"], "positions_angstrom": [[-0.1029, -2.5484, -0.1025], [0.1124, -1.5411, 0.0858], [-0.7946, -0.6391, 0.0119], [-0.6116, 0.6657, 0.0576], [0.6400, 1.3525, 0.0740], [1.6222, 0.5754, 0.0574], [1.8044, -0.5449, 0.0733], [-1.8114, -0.8733, 0.0053], [-1.4777, 1.1788, -0.2576], [0.6192, 2.3744, -0.0051]], "atomic_forces_ev_per_a": [[0.401, 1.302, 0.305], [-0.081, 0.280, -0.148], [0.999, -2.248, 0.316], [-0.757, 3.290, -0.512], [-2.425, -2.794, -0.067], [-0.261, 5.634, -0.470], [1.482, -6.489, 0.238], [-1.673, -0.825, -0.435], [1.705, -0.331, 0.725], [0.611, 2.180, 0.047]]}


{"formula": "C4H4N2O", "method": "ωB97M-V/def2-TZVPD", "de_lowest_kj_mol": 365.8, "e_lumo_ha": -0.0127, "smiles": "C=C=C=N.N=C=O", "symbols": ["C", "C", "C", "N", "H", "H", "H", "N", "C", "O", "H"], "positions_angstrom": [[-0.6823, 0.2979, 2.0021], [-0.8685, 0.0677, 0.7335], [-0.9719, -0.2188, -0.5268], [-1.6427, -0.2914, -1.5644], [-1.3598, 0.9351, 2.5586], [0.1556, -0.1168, 2.5480], [-1.2383, -0.8616, -2.3052], [1.9162, 0.2616, -0.2217], [1.3236, -0.2889, -1.1391], [1.2992, -1.0175, -2.0591], [2.0689, 1.2327, -0.0259]], "atomic_forces_ev_per_a": [[0.345, -0.169, -0.005], [-0.126, 0.064, -0.626], [-1.970, 0.292, 1.420], [0.400, -0.103, -0.566], [-0.073, 0.013, -0.050], [0.096, -0.088, 0.039], [0.189, -0.049, -0.010], [-0.751, 0.051, -0.099], [4.044, -0.217, -0.229], [-1.763, 0.128, 0.158], [-0.391, 0.078, -0.032]]}